DFT (ωB97M-V/def2-TZVPD) results for a molecular structure, C34H63AsN4RuSbSi3.

The geometry in XYZ format:
```
107
Properties=species:S:1:pos:R:3:forces:R:3:lowdin_spin:R:1
Ru -11.20683 -5.92344 -17.02673 0.78 -3.17 0.37 1.87
C -8.25866 -3.55733 -14.41608 1.71 -2.02 -0.01 0.08
Sb -9.16159 -4.56911 -16.10388 0.53 1.09 -0.66 0.54
C -11.08923 -5.93444 -14.93855 0.04 0.31 -0.71 0.48
C -10.81615 -7.29857 -14.81995 0.65 -2.63 1.22 0.04
C -10.66407 -8.08076 -13.61134 -0.91 -0.12 -1.97 0.11
C -10.72378 -9.45787 -13.73407 0.75 -0.27 -0.01 -0.01
C -10.63362 -10.03988 -15.00549 -0.10 0.15 -0.61 0.11
C -10.64678 -9.25529 -16.16722 0.53 1.21 1.31 0.02
N -10.74301 -7.92927 -16.03334 -0.10 1.16 0.04 0.11
Si -12.08049 -5.01027 -13.72648 -0.32 0.21 3.10 0.08
C -12.03990 -3.21087 -14.10203 1.68 0.28 -0.62 0.00
C -11.17352 -5.24238 -12.02117 -0.85 -0.02 -0.43 0.03
C -13.81436 -5.73723 -13.36807 -0.56 -0.15 -0.28 0.03
C -7.60890 -5.24654 -17.54393 -1.56 -1.28 0.79 0.07
C -8.33986 -6.19199 -18.48918 0.67 0.15 -0.21 0.01
C -7.57347 -6.70263 -19.57371 -0.65 -0.31 -1.05 0.01
C -8.12007 -7.60031 -20.47655 0.82 -0.01 -0.80 0.00
C -9.41354 -8.10481 -20.32270 0.19 0.88 0.55 0.01
C -10.13200 -7.51893 -19.32201 -0.42 0.64 1.57 0.02
N -9.64490 -6.57549 -18.38312 0.40 -0.79 -2.04 0.08
Si -6.66777 -3.78327 -18.39856 1.44 0.58 0.44 0.01
C -7.45874 -3.66827 -20.05772 -0.66 -0.26 0.37 0.00
C -4.76543 -3.97388 -18.58086 -0.53 -0.66 -0.21 0.00
C -6.94984 -2.17723 -17.44329 1.11 -0.05 -1.13 0.01
Si -6.41862 -6.28439 -16.39141 0.59 -0.78 0.82 0.02
C -5.34561 -5.05436 -15.41771 -1.12 0.35 0.20 0.00
C -5.22507 -7.35862 -17.37787 0.05 0.99 0.04 0.01
C -7.31655 -7.56618 -15.17247 -0.07 2.68 0.10 0.01
H -8.75597 -2.65438 -14.19839 -0.94 0.86 0.22 0.00
H -7.22763 -3.31122 -14.77569 -0.89 -0.33 0.31 0.00
H -8.20159 -4.26318 -13.54737 -0.10 0.76 -0.71 0.01
H -10.53809 -7.65372 -12.65578 -0.10 0.65 0.76 0.01
H -10.70047 -10.08812 -12.82895 0.03 0.34 -0.63 0.00
H -10.47329 -11.09048 -15.14564 -0.21 -0.44 0.22 0.01
H -10.46068 -9.61161 -17.16775 -0.22 -0.35 -0.08 0.00
H -11.22560 -2.73141 -13.51958 -0.45 -0.31 -0.14 0.00
H -12.94814 -2.80908 -13.75184 -1.19 0.85 0.26 0.00
H -11.84868 -2.90265 -15.14229 -0.39 -0.14 0.15 0.01
H -10.10240 -5.29186 -12.09337 0.63 -0.19 -0.16 0.00
H -11.54842 -6.17099 -11.55988 0.18 0.44 0.04 0.00
H -11.35714 -4.40404 -11.33308 -0.31 -0.21 -0.25 0.00
H -14.45972 -5.74248 -14.27833 0.27 0.15 0.64 0.00
H -14.33869 -5.14193 -12.55573 0.72 -0.49 -1.01 0.00
H -13.80083 -6.79528 -13.00267 0.29 0.81 -0.27 0.00
H -6.61136 -6.31551 -19.92998 -0.20 -0.06 1.14 0.00
H -7.52625 -7.84740 -21.38399 -0.44 -0.04 0.87 0.00
H -9.87273 -8.81695 -20.98985 0.04 -0.03 -0.05 0.00
H -11.18046 -7.80325 -19.17578 0.33 0.25 0.03 0.00
H -7.26364 -4.54240 -20.66172 0.14 0.21 -0.45 0.00
H -7.27104 -2.74999 -20.57339 0.54 0.46 -0.45 0.00
H -8.53027 -3.65174 -19.88004 -0.38 -0.16 -0.03 0.00
H -4.42128 -4.87067 -19.12035 -0.29 0.16 0.18 0.00
H -4.15478 -3.88766 -17.68647 -0.21 -0.08 0.21 0.00
H -4.44284 -3.15516 -19.21029 -0.10 0.46 -0.30 0.00
H -7.89381 -2.08737 -16.96539 -0.76 0.12 0.86 0.01
H -7.03318 -1.46760 -18.27799 0.19 0.14 0.13 0.00
H -6.08501 -1.83828 -16.83773 -0.69 -0.29 -0.10 0.00
H -4.38355 -5.53548 -15.38414 0.65 0.06 -0.06 0.00
H -5.64988 -4.91678 -14.36970 -0.02 -0.15 -0.26 0.00
H -5.26965 -4.04186 -15.85906 0.14 -0.65 0.16 0.00
H -4.44477 -6.77457 -17.90057 -0.29 -0.24 0.45 0.00
H -5.67353 -7.99505 -18.11472 -0.34 -0.51 -0.27 0.00
H -4.76857 -7.97866 -16.60718 0.25 -0.13 -0.07 0.00
H -8.16491 -7.11546 -14.56622 0.65 -0.75 -0.93 0.01
H -6.60377 -7.85988 -14.41767 0.58 0.04 0.22 0.00
H -7.53833 -8.45199 -15.71374 -0.79 -0.77 -0.46 0.00
C -13.37336 -5.51102 -20.80943 0.19 -1.46 0.92 0.00
C -12.37696 -4.48299 -20.42316 2.01 -0.50 1.39 0.01
As -12.09507 -4.20329 -18.37358 -2.46 3.48 -2.82 0.01
C -11.10205 -2.51531 -18.68809 0.43 0.04 -0.38 0.01
C -11.72472 -1.23736 -19.32419 -2.21 -0.97 -0.50 0.00
C -13.95009 -3.51912 -17.71931 0.09 -1.31 1.18 0.02
C -15.10038 -2.99313 -18.60552 1.17 -1.29 -1.32 0.00
H -13.49988 -5.73584 -21.87592 0.14 0.38 0.29 0.00
H -14.28776 -5.21275 -20.34110 -0.96 -0.04 -0.28 0.00
H -13.10702 -6.44545 -20.27010 -0.15 0.17 -0.61 0.00
H -12.63703 -3.47742 -20.68830 -0.05 0.52 -0.21 0.00
H -11.31610 -4.69868 -20.69337 -0.80 0.20 -0.25 0.00
H -10.19898 -2.80988 -19.25513 -0.41 0.09 0.22 0.00
H -10.76629 -2.30454 -17.69458 0.42 0.54 0.72 0.02
H -12.05660 -1.36224 -20.41057 0.78 0.16 1.44 0.00
H -11.07743 -0.39423 -19.21056 0.87 0.26 -0.28 0.00
H -12.63615 -0.86929 -18.79099 0.49 -0.69 -0.21 0.00
H -13.72183 -2.83897 -16.88890 0.11 -0.12 -0.20 0.00
H -14.30130 -4.46626 -17.25421 0.10 0.57 -0.05 0.00
H -14.94191 -1.98420 -18.94984 -0.06 0.38 0.10 0.00
H -16.07879 -3.11438 -18.12621 0.42 0.14 0.12 0.00
H -15.10095 -3.63365 -19.51793 -0.40 0.59 0.50 0.00
N -13.04324 -6.96754 -17.32561 -0.19 -0.23 0.34 0.05
C -13.86046 -7.80383 -17.28250 -1.69 -0.77 -1.12 0.03
N -14.83494 -8.68148 -17.45807 0.21 1.63 0.75 0.02
C -14.56470 -9.97856 -18.11743 -0.62 0.44 -0.18 0.00
C -14.97108 -11.07860 -17.17142 1.79 -1.35 0.28 0.00
C -16.42177 -11.01950 -16.79680 -0.19 0.90 0.03 0.00
C -16.71101 -9.68793 -16.08311 -0.50 0.12 -0.18 0.00
C -16.24253 -8.43983 -16.89555 -0.18 -1.35 -0.71 0.00
H -13.50441 -9.97686 -18.31770 0.32 -0.29 -0.28 0.00
H -15.13895 -10.02704 -19.08037 0.47 0.15 0.78 0.00
H -14.31629 -11.02329 -16.25102 -0.65 0.06 -0.77 0.00
H -14.64942 -12.01770 -17.67345 -0.56 0.30 0.37 0.00
H -16.73750 -11.79569 -16.12964 0.16 -0.63 0.37 0.00
H -17.05146 -11.13725 -17.67147 -0.12 0.13 -0.36 0.00
H -16.22392 -9.70863 -15.09134 -0.18 0.15 -0.39 0.00
H -17.81907 -9.65957 -15.92475 0.94 0.44 -0.02 0.00
H -16.15866 -7.58626 -16.25692 -0.17 0.63 0.23 0.00
H -16.96269 -8.25677 -17.74797 1.03 -0.06 0.77 0.00
```
Forces are in eV/Å.

The energy relative to the best compared isomer or geometry (same formula, charge and spin) comes out at 32.64 kJ/mol. The multiplicity is 5. As for the lowest unoccupied orbital energy (spin up / spin down): -9.212 / -10.536 eV. Its total charge is +3. The expectation value of S² is 6.060. Its frontier orbital gap (spin up / spin down) is 6.00 / 6.37 eV.



DFT (ωB97M-V/def2-TZVPD) results for a molecular structure, C34H63AsNO7PSi4Y.

The geometry in XYZ format:
```
112
Properties=species:S:1:pos:R:3:forces:R:3:lowdin_charge:R:1
Y 0.20757 -0.10783 -0.13867 0.83 -0.03 -1.41 1.20
O 2.39136 3.13013 -1.43390 -0.13 0.04 -0.03 -0.11
C 1.65404 4.30741 -1.12369 0.05 -0.17 -0.04 -0.21
C 1.14453 4.34208 0.31092 -0.11 0.03 -0.04 -0.16
N 0.40930 3.15044 0.71956 0.00 -0.04 -0.07 -0.14
C 0.40876 2.99147 2.16583 -0.13 0.04 -0.04 -0.10
C 0.59874 1.56545 2.67715 -0.18 -0.30 -0.06 -0.64
O 0.99130 1.40909 3.82335 0.07 -0.05 0.03 0.03
O 0.30723 0.60945 1.85516 0.02 0.30 0.68 -0.27
C -0.92105 3.08955 0.12201 0.15 0.02 0.10 -0.11
C -0.89252 2.65482 -1.34254 0.15 -0.28 -0.10 -0.64
O -1.43747 3.32306 -2.19988 -0.08 -0.01 -0.08 0.05
O -0.25782 1.53166 -1.55213 -0.01 0.21 0.17 -0.20
H 1.76918 2.38394 -1.40237 0.02 0.10 0.01 0.03
H 0.83183 4.45014 -1.82870 0.02 -0.06 -0.05 0.11
H 2.34364 5.14418 -1.24496 0.02 0.05 -0.04 0.12
H 0.50914 5.24173 0.40380 0.05 0.04 0.06 0.13
H 1.99290 4.46249 0.98227 0.05 -0.03 -0.01 0.10
H -0.51541 3.37068 2.62464 0.04 0.04 0.01 0.12
H 1.22312 3.56642 2.59623 0.05 0.06 0.05 0.11
H -1.45225 4.04636 0.19425 -0.03 0.08 0.04 0.13
H -1.50673 2.33591 0.65398 0.04 -0.01 0.00 0.08
C 2.97219 0.71297 -3.71644 0.07 -0.06 -0.06 0.00
C 2.10692 -0.25383 -2.94755 -0.01 -0.28 -0.11 -0.36
O 2.08057 -0.15844 -1.71419 -0.06 0.37 0.12 -0.14
C 1.36553 -1.28072 -3.65805 0.00 0.19 -0.05 -0.10
C 1.68532 -1.57333 -4.99989 0.01 0.01 0.01 -0.05
C 1.02020 -2.53769 -5.71045 -0.07 -0.03 0.05 -0.11
C -0.03578 -3.22219 -5.07919 0.03 0.02 0.00 -0.08
C -0.39161 -2.95101 -3.78466 0.05 -0.03 -0.06 -0.02
C 0.29552 -1.97088 -3.00824 0.07 0.01 0.10 -0.36
O -0.06023 -1.74334 -1.79663 -0.16 0.12 0.09 -0.26
H 3.27359 1.53020 -3.06729 -0.05 0.00 0.02 0.06
H 2.42999 1.10632 -4.57584 0.03 0.02 0.01 0.10
H 3.86532 0.19967 -4.08571 -0.03 0.02 0.01 0.09
H 2.49536 -1.03300 -5.47534 -0.03 -0.01 0.01 0.10
H 1.29230 -2.76049 -6.73345 -0.01 0.00 0.01 0.09
H -0.58815 -3.97508 -5.63131 0.01 0.01 0.01 0.10
H -1.21791 -3.46969 -3.31629 0.03 0.01 -0.03 0.09
C -4.54248 1.58583 -1.32662 -0.03 0.20 0.06 -0.21
Si -3.98798 -0.20736 -1.34869 0.06 -0.09 0.01 0.30
C -5.56328 -1.24462 -1.31590 -0.16 -0.10 0.00 -0.23
C -3.16556 -0.51109 -3.00762 0.10 -0.01 -0.15 -0.21
Si -2.49761 -0.71489 0.36794 -0.83 -0.03 0.40 0.37
Si -3.47943 0.21083 2.28045 0.05 0.03 -0.12 0.31
C -3.33742 2.09381 2.39693 0.03 0.12 0.03 -0.22
C -5.32855 -0.11116 2.46630 -0.16 0.02 -0.02 -0.22
C -2.65418 -0.45291 3.83424 0.07 -0.10 0.15 -0.21
Si -2.92907 -2.96884 0.75060 0.16 0.01 0.04 0.31
C -4.60407 -3.55797 1.39293 -0.17 0.04 0.05 -0.22
C -1.69728 -3.62923 2.03394 0.04 -0.09 0.08 -0.24
C -2.68234 -3.91417 -0.85686 0.04 -0.08 -0.19 -0.23
H -5.28786 1.74566 -2.11428 0.04 0.03 0.03 0.03
H -3.70554 2.26499 -1.51554 -0.05 -0.02 0.00 0.01
H -4.99840 1.86228 -0.37040 0.01 -0.02 -0.05 0.01
H -6.19849 -0.99705 -2.17493 0.02 -0.02 0.06 0.03
H -6.13782 -1.06620 -0.40104 0.02 -0.01 -0.07 0.01
H -5.33642 -2.31445 -1.36049 -0.04 0.08 -0.02 0.00
H -3.80560 -0.16044 -3.82516 0.04 -0.04 0.00 0.03
H -2.95409 -1.57419 -3.16329 -0.01 0.07 0.01 0.01
H -2.21321 0.02730 -3.06173 -0.07 -0.02 -0.02 0.02
H -3.48419 2.59490 1.43651 -0.08 -0.02 0.09 0.01
H -2.35652 2.38736 2.78296 -0.11 -0.03 -0.02 0.01
H -4.09434 2.46907 3.09453 0.05 0.00 -0.01 0.03
H -5.89822 0.36826 1.66305 0.04 -0.01 0.05 0.02
H -5.67878 0.30002 3.42078 -0.01 -0.02 -0.06 0.02
H -5.56198 -1.17520 2.44510 -0.03 -0.04 0.01 0.00
H -1.57188 -0.28788 3.80979 -0.07 0.02 -0.01 0.02
H -2.82031 -1.52877 3.94937 -0.02 0.08 0.01 0.01
H -3.06026 0.04865 4.72045 0.04 -0.04 -0.02 0.03
H -4.71879 -3.36775 2.46332 0.00 0.00 -0.02 0.02
H -4.66768 -4.64061 1.23356 -0.03 0.03 0.04 0.03
H -5.44423 -3.08764 0.87570 0.06 -0.06 0.02 0.01
H -2.08478 -3.44877 3.04023 0.03 -0.02 -0.02 0.01
H -0.73205 -3.12075 1.97358 -0.03 -0.01 0.01 -0.02
H -1.53170 -4.70773 1.92786 -0.02 0.03 0.04 0.03
H -3.54894 -3.76306 -1.51076 0.09 -0.03 0.02 0.02
H -2.56953 -4.99092 -0.68363 -0.03 0.04 -0.02 0.03
H -1.79882 -3.54084 -1.37935 -0.08 -0.04 0.08 -0.02
C 3.36982 -2.97591 -0.52839 -0.02 0.05 -0.05 -0.30
As 1.67224 -2.79490 0.42793 0.10 -0.14 0.11 1.08
C 0.83884 -4.37905 -0.33738 -0.06 0.03 -0.04 -0.28
C 2.22242 -3.59857 2.12547 0.01 0.01 0.07 -0.31
H 3.61405 -4.03576 -0.59419 0.05 -0.02 -0.01 0.03
H 4.16741 -2.45502 -0.00063 -0.01 0.02 -0.01 0.01
H 3.26824 -2.55769 -1.52957 -0.01 -0.02 0.02 0.02
H 1.45842 -5.24167 -0.09249 0.00 -0.06 -0.02 0.03
H 0.77144 -4.25705 -1.41730 0.00 -0.01 0.01 0.02
H -0.16351 -4.51405 0.06288 0.07 0.01 -0.02 -0.01
H 3.10142 -4.22296 1.96722 0.00 -0.06 0.04 0.02
H 1.40225 -4.21197 2.49625 0.00 0.00 0.03 0.02
H 2.44443 -2.83185 2.86562 0.02 0.00 -0.01 0.01
C 4.73811 0.71507 -0.33907 -0.02 0.06 -0.04 -0.27
P 3.35429 1.10373 0.80993 0.23 -0.09 0.20 0.96
C 3.78418 -0.07035 2.17035 0.02 0.08 -0.03 -0.27
C 4.00887 2.66235 1.54189 -0.05 -0.04 0.00 -0.37
C 3.87557 2.93100 2.90593 -0.03 0.02 -0.04 -0.10
C 4.31707 4.13704 3.43766 -0.01 0.00 -0.04 -0.09
C 4.90168 5.09381 2.61916 -0.02 -0.04 -0.01 -0.10
C 5.03603 4.83794 1.25996 -0.02 -0.05 0.04 -0.09
C 4.59144 3.63588 0.72693 0.00 0.03 -0.03 -0.12
H 4.70173 1.37357 -1.20854 -0.02 -0.02 0.08 0.02
H 4.60862 -0.30633 -0.69783 0.01 0.02 0.00 0.02
H 5.70323 0.81818 0.16101 0.02 -0.02 -0.04 0.05
H 4.78965 0.10829 2.55559 0.02 -0.02 0.04 0.05
H 3.73586 -1.08366 1.76952 -0.01 -0.01 0.00 -0.01
H 3.05646 0.00094 2.98024 -0.02 0.03 -0.03 0.03
H 3.39008 2.21357 3.55781 0.01 0.02 -0.02 0.09
H 4.19192 4.32908 4.49654 0.01 -0.01 -0.01 0.10
H 5.24503 6.03365 3.03469 -0.01 -0.01 -0.01 0.09
H 5.47968 5.58107 0.60871 0.01 0.00 -0.01 0.10
H 4.66420 3.46899 -0.34154 0.01 0.00 0.08 0.09
```
Forces are in eV/Å.

The energy relative to the best compared isomer or geometry (same formula, charge and spin) comes out at 61.81 kJ/mol. The multiplicity is 1. As for the lowest unoccupied orbital energy: 2.356 eV. Its total charge is -1. Its frontier orbital gap is 7.00 eV.



Number 1: largest force on an atom 5.108 eV/Å. Number 2: largest force on an atom 1.634 eV/Å.